1.
The following is a quantum chemistry calculation of a molecular structure, C8H23BrCrN5O4 in a non-equilibrium geometry, from the OMol25 dataset.

Each line ends with the Löwdin charge.
Geometry (Å):
1 Cr -0.422305 -1.705337 0.518651  0.5115
2 Br -2.542757 -2.942241 0.133859  0.0139
3 C 0.953022 -3.375440 2.861332  -0.6362
4 O 0.147559 -2.749522 2.182636  -0.0924
5 N 2.137372 -2.890126 3.238143  0.1922
6 N 0.571579 -4.559403 3.390928  0.2077
7 H 2.316419 -1.975248 2.894832  0.1092
8 H 2.840055 -3.545917 2.898709  0.1338
9 H -0.209164 -5.168866 3.018839  0.1740
10 H 1.275271 -4.976254 3.924496  0.0908
11 C 0.204435 5.272114 -1.066553  -0.5731
12 O 0.387439 4.033984 -0.831990  -0.0399
13 N -0.267146 6.112931 -0.060606  0.1357
14 N 0.113418 5.798568 -2.343277  0.1576
15 H -0.410229 5.617699 0.846589  0.1251
16 H -0.133063 7.103949 -0.083569  0.0921
17 H -0.567959 6.527421 -2.488216  0.1080
18 H 0.674675 5.374458 -3.007604  0.0745
19 C 1.151306 -3.631772 -1.754275  -0.1063
20 O 0.859234 -2.294501 -1.515100  -0.2713
21 C 0.212396 -1.621661 -2.637219  -0.1419
22 C -0.022726 -0.191981 -2.160734  -0.1377
23 N -1.041499 -0.248820 -1.080425  -0.1252
24 C -1.387327 1.110159 -0.433884  -0.1265
25 C -0.189406 1.538098 0.385973  -0.1628
26 O -0.108199 0.457878 1.371570  -0.2884
27 C -1.178788 0.521920 2.335614  -0.0730
28 H 1.158217 -3.953337 -2.755924  0.0805
29 H 0.330661 -4.264050 -1.310225  0.1034
30 H 2.074416 -3.872910 -1.235412  0.0977
31 H -0.641914 -2.208259 -2.808616  0.1111
32 H 0.866866 -1.720305 -3.504390  0.1393
33 H -0.405639 0.385103 -2.967020  0.1242
34 H 0.898947 0.224903 -1.758863  0.1241
35 H -1.925525 -0.588929 -1.494151  0.0978
36 H -2.324698 0.973364 0.106579  0.1220
37 H -1.635657 1.811111 -1.160050  0.1015
38 H -0.225277 2.533612 0.849125  0.1138
39 H 0.777234 1.496787 -0.220240  0.1372
40 H -2.100524 0.043059 1.930789  0.0894
41 H -1.376963 1.586847 2.607793  0.1193
42 H -0.833746 -0.039090 3.181888  0.0873

Cartesian forces (eV/Å) of the 6 atoms listed first:
-0.633 0.781 -0.560
0.408 0.119 0.006
-2.790 -1.283 0.402
-0.807 1.284 -1.337
1.935 -0.926 -0.078
-0.946 -0.363 -1.354

Its multiplicity is 5. The expectation value of S² is 6.0150. The value obtained for the HOMO energy (spin up / spin down) is -11.268 / -11.708 eV. As for the electronic energy: -122770.237 eV. As for the net charge: +1. The calculation puts the frontier orbital gap (spin up / spin down) at 0.32319 / 0.34024 Ha.

***

2.
The following is a quantum chemistry calculation of a molecular structure, C8H23F4HfNO5 in a non-equilibrium geometry, from the OMol25 dataset.

Each line ends with the Löwdin charge.
Geometry (Å):
1 Hf -7.866056 14.118206 -4.744361  2.2422
2 F -6.785071 13.870157 -1.851903  -0.6170
3 F -7.698235 15.174270 -7.651656  -0.6157
4 F -9.835980 16.148488 -3.385055  -0.5992
5 F -7.544796 11.400607 -5.974271  -0.6028
6 C -3.133934 11.853577 -4.542634  -0.0581
7 C -3.008553 13.409455 -4.552508  -0.3947
8 C -1.588814 13.879331 -5.005047  -0.1998
9 O -1.521041 15.281990 -5.082637  -0.2055
10 C -0.278722 15.768577 -5.609356  -0.0862
11 N -4.123222 13.924643 -5.395549  0.0608
12 H -2.678592 11.417309 -5.431696  0.0741
13 H -4.123382 11.409182 -4.434902  0.0785
14 H -2.541893 11.537853 -3.683603  0.0750
15 H -3.215506 13.710566 -3.525566  0.1335
16 H -1.423018 13.458039 -5.996578  0.1259
17 H -0.881516 13.561517 -4.239005  0.1325
18 H 0.528166 15.575187 -4.902532  0.0858
19 H -0.289546 16.831090 -5.852343  0.0868
20 H -0.020542 15.248176 -6.531658  0.0834
21 H -3.787625 14.873509 -5.479993  0.0560
22 H -3.955914 13.419266 -6.253860  0.0792
23 C -11.773807 12.252755 -5.120803  -0.2187
24 C -11.617880 12.255259 -3.617051  -0.2363
25 O -10.229219 12.105745 -3.397875  -0.0963
26 O -10.957931 13.327608 -5.640284  -0.1020
27 H -12.840061 12.257987 -5.347033  0.1244
28 H -11.491209 11.310831 -5.590930  0.1251
29 H -12.144135 11.393953 -3.205600  0.1280
30 H -12.036607 13.161720 -3.179903  0.1304
31 H -10.218462 11.545935 -2.618063  0.0998
32 H -11.498636 13.771307 -6.297830  0.0980
33 C -5.067132 18.094790 -3.733643  -0.2244
34 C -4.131457 18.917868 -4.627926  -0.2533
35 O -4.906298 19.945453 -5.196168  -0.0603
36 O -6.072293 17.493783 -4.549366  -0.0943
37 H -5.479494 18.782645 -2.995465  0.1182
38 H -4.525868 17.362666 -3.134370  0.1214
39 H -3.802035 18.209014 -5.387605  0.1099
40 H -3.228220 19.326800 -4.175117  0.1185
41 H -4.435152 20.455553 -5.859054  0.0933
42 H -6.483136 18.178789 -5.081877  0.0840

Cartesian forces (eV/Å) of the 6 atoms listed first:
-0.693 -0.757 -0.087
-1.003 0.184 -3.269
-0.149 -1.004 3.286
1.950 -2.136 -1.566
-0.391 3.270 1.653
1.337 0.564 0.360

The value obtained for the HOMO energy is -10.658 eV. As for the electronic energy: -32559.949 eV. The calculation puts the frontier orbital gap at 0.21939 Ha. The relative energy (zero: lowest compared OMol25 entry of this formula, charge and spin) is 442.5 kcal per mole.

***

3.
The following is a quantum chemistry calculation of a gas-phase ion, C8H23N2O2Si (charge +1) in a non-equilibrium geometry, from the OMol25 dataset.

Each line ends with the Löwdin charge.
Geometry (Å):
1 C -1.839876 2.728299 0.419559  -0.0346
2 C -1.452830 1.414259 1.167118  -0.2033
3 N -1.775337 0.197514 0.447710  0.0904
4 C -1.390637 -1.119486 1.211994  -0.3982
5 C -1.822901 -1.312981 2.761319  0.0642
6 N -1.638442 -2.162450 0.441441  0.1521
7 O 0.251648 -0.800989 1.361579  -0.2081
8 Si 1.415146 -0.505576 0.284709  0.4006
9 C 2.359926 1.088855 0.526644  -0.1501
10 C 2.510566 -2.168453 0.074158  -0.0953
11 O 0.377126 -0.048101 -0.992000  -0.2730
12 C 0.871000 0.410971 -2.253879  -0.2774
13 C 1.988867 -0.426432 -2.813946  -0.0839
14 H -1.196637 3.034967 -0.479737  0.1038
15 H -2.845713 2.738904 -0.085905  0.0937
16 H -1.728238 3.538186 1.072745  0.0564
17 H -1.927626 1.390370 2.067323  0.0927
18 H -0.449917 1.477274 1.411457  0.0901
19 H -1.103310 0.259183 -0.378572  0.1275
20 H -2.892520 0.145102 0.289065  0.2567
21 H -1.058644 -0.919020 3.317400  0.0520
22 H -2.771379 -0.720400 2.813155  0.1011
23 H -2.162019 -2.301550 2.999426  0.0841
24 H -1.284515 -3.081809 0.864703  0.1799
25 H -1.461624 -2.223849 -0.504425  0.0864
26 H 2.794741 1.284709 1.561088  0.0602
27 H 3.240425 1.139703 -0.236727  0.0769
28 H 1.893880 2.084380 0.536019  0.0318
29 H 1.948933 -3.000357 0.428081  0.0110
30 H 2.962805 -2.136462 -0.895423  0.0030
31 H 3.279269 -2.182446 0.839140  0.0303
32 H 0.020339 0.548712 -2.984991  0.1429
33 H 1.247146 1.360292 -2.010565  0.0877
34 H 1.832518 -1.452518 -2.745592  0.0489
35 H 2.015919 -0.066659 -3.903640  0.1222
36 H 2.987976 -0.250548 -2.406359  0.0773

Cartesian forces (eV/Å) of the 6 atoms listed first:
-0.027 -1.131 -3.040
-0.993 2.427 -1.892
-2.617 -1.614 0.690
3.375 2.175 1.893
-2.577 1.437 -4.194
-0.304 -4.255 1.998

The value obtained for the HOMO energy is -13.217 eV. As for the electronic energy: -23616.152 eV. As for the net charge: +1. The calculation puts the frontier orbital gap at 0.38788 Ha. The relative energy (zero: lowest compared OMol25 entry of this formula, charge and spin) is 0.0 kcal per mole. Its SMILES is CC[NH2+][C@@](C)(N)O[Si](C)(C)OCC.

***

Copy entry 3 word for word.
The following is a quantum chemistry calculation of a gas-phase ion, C8H23N2O2Si (charge +1) in a non-equilibrium geometry, from the OMol25 dataset.

Each line ends with the Löwdin charge.
Geometry (Å):
1 C -1.839876 2.728299 0.419559  -0.0346
2 C -1.452830 1.414259 1.167118  -0.2033
3 N -1.775337 0.197514 0.447710  0.0904
4 C -1.390637 -1.119486 1.211994  -0.3982
5 C -1.822901 -1.312981 2.761319  0.0642
6 N -1.638442 -2.162450 0.441441  0.1521
7 O 0.251648 -0.800989 1.361579  -0.2081
8 Si 1.415146 -0.505576 0.284709  0.4006
9 C 2.359926 1.088855 0.526644  -0.1501
10 C 2.510566 -2.168453 0.074158  -0.0953
11 O 0.377126 -0.048101 -0.992000  -0.2730
12 C 0.871000 0.410971 -2.253879  -0.2774
13 C 1.988867 -0.426432 -2.813946  -0.0839
14 H -1.196637 3.034967 -0.479737  0.1038
15 H -2.845713 2.738904 -0.085905  0.0937
16 H -1.728238 3.538186 1.072745  0.0564
17 H -1.927626 1.390370 2.067323  0.0927
18 H -0.449917 1.477274 1.411457  0.0901
19 H -1.103310 0.259183 -0.378572  0.1275
20 H -2.892520 0.145102 0.289065  0.2567
21 H -1.058644 -0.919020 3.317400  0.0520
22 H -2.771379 -0.720400 2.813155  0.1011
23 H -2.162019 -2.301550 2.999426  0.0841
24 H -1.284515 -3.081809 0.864703  0.1799
25 H -1.461624 -2.223849 -0.504425  0.0864
26 H 2.794741 1.284709 1.561088  0.0602
27 H 3.240425 1.139703 -0.236727  0.0769
28 H 1.893880 2.084380 0.536019  0.0318
29 H 1.948933 -3.000357 0.428081  0.0110
30 H 2.962805 -2.136462 -0.895423  0.0030
31 H 3.279269 -2.182446 0.839140  0.0303
32 H 0.020339 0.548712 -2.984991  0.1429
33 H 1.247146 1.360292 -2.010565  0.0877
34 H 1.832518 -1.452518 -2.745592  0.0489
35 H 2.015919 -0.066659 -3.903640  0.1222
36 H 2.987976 -0.250548 -2.406359  0.0773

Cartesian forces (eV/Å) of the 6 atoms listed first:
-0.027 -1.131 -3.040
-0.993 2.427 -1.892
-2.617 -1.614 0.690
3.375 2.175 1.893
-2.577 1.437 -4.194
-0.304 -4.255 1.998

The value obtained for the HOMO energy is -13.217 eV. As for the electronic energy: -23616.152 eV. As for the net charge: +1. The calculation puts the frontier orbital gap at 0.38788 Ha. The relative energy (zero: lowest compared OMol25 entry of this formula, charge and spin) is 0.0 kcal per mole. Its SMILES is CC[NH2+][C@@](C)(N)O[Si](C)(C)OCC.

***

Among the records above, which one has the highest electronic energy?
C8H23N2O2Si